The following is a DFT calculation (ωB97M-V/def2-TZVPD) of a structure of composition C3H4N2O at a distorted geometry.

The energy relative to the best compared isomer or geometry (same formula, charge and spin) comes out at 68.9 kcal/mol. The total energy is -8200.89779 eV. Its LUMO energy is -1.09 eV. The highest occupied orbital energy comes out at -10.4 eV. The value obtained for the largest force on an atom is 0.09643 hartree/bohr.

The geometry in XYZ format:
```
10
C3H4N2O | OMol25 | ωB97M-V/def2-TZVPD
C 0.681 -0.697 0.741
C -0.076 -0.228 -0.479
N -1.746 0.877 -0.442
N -1.517 -0.372 -0.342
C -0.430 1.222 -0.558
O 0.133 2.291 -0.661
H 0.306 -0.629 -1.424
H 1.718 -0.349 0.706
H 0.697 -1.790 0.788
H 0.234 -0.326 1.670
```